The following is a quantum chemistry calculation of 8 unconnected molecules or ions with the total composition C38H40N8 in a non-equilibrium geometry, from the Open Molecules 2025 dataset.

```
86
Properties=species:S:1:pos:R:3:forces:R:3:lowdin_charge:R:1
N 19.0650 22.1231 0.4605 -1.29 -0.38 0.34 -0.0221
C 20.3122 22.4574 0.8408 0.47 2.46 0.80 -0.1415
C 20.2015 23.6097 1.6725 -0.58 -1.55 -0.27 -0.1025
C 18.8019 23.8206 1.9267 0.16 -1.62 -1.67 -0.1059
C 18.1194 22.8840 1.1151 0.90 1.02 1.01 -0.1343
H 18.8463 21.3309 -0.1266 0.02 0.22 0.17 0.1482
H 21.1695 21.9406 0.4355 -0.04 0.19 0.07 0.1024
H 20.9975 24.2127 2.0838 0.10 -0.31 -0.01 0.0785
H 18.3439 24.4946 2.6355 0.07 0.12 -0.28 0.0815
H 17.0555 22.7323 1.0079 0.19 -0.16 -0.13 0.0962
N 18.0582 20.3945 6.4419 1.16 -1.69 0.18 0.0014
C 18.9181 19.9477 5.4818 -0.20 -2.81 -0.09 -0.1107
C 19.0165 18.4896 5.6254 0.03 3.32 -0.33 -0.0813
C 18.2818 18.1734 6.7942 0.08 -0.97 -0.77 -0.1514
C 17.7447 19.3037 7.2609 -1.05 3.54 1.02 -0.1682
H 17.9053 21.3754 6.6276 -0.08 -0.32 0.19 0.1425
H 19.3355 20.6804 4.8070 0.08 -0.42 -0.28 0.0956
H 19.5418 17.7953 4.9862 0.03 0.25 -0.01 0.0741
H 18.0397 17.2013 7.1979 0.38 -0.02 0.00 0.0936
H 17.2894 19.6347 8.1825 -0.42 -0.83 0.08 0.1023
N 23.5080 15.0184 4.4618 -0.85 2.01 0.62 0.0406
C 23.5036 13.7338 4.1444 -0.92 -1.11 1.85 -0.1640
C 23.1044 12.7712 5.0805 -0.52 0.21 -1.11 -0.0770
C 22.4775 13.1653 6.2517 0.58 -1.74 -0.01 -0.1243
C 22.3831 14.4677 6.5660 0.95 3.25 -1.29 -0.0726
C 22.9553 15.4408 5.6314 -0.39 -3.41 0.61 -0.0903
H 23.6563 13.3597 3.1428 0.76 0.60 -0.27 0.0999
H 23.1041 11.7348 4.7765 0.13 -0.15 0.13 0.0947
H 22.1045 12.4083 6.9257 -0.11 -0.09 0.09 0.1045
H 21.9179 14.7888 7.4863 -0.07 0.18 -0.03 0.0955
H 22.8832 16.4756 5.9321 0.40 0.25 -0.59 0.0926
N 13.1195 15.1522 8.5843 -1.13 1.79 -0.63 0.0508
C 12.9536 16.5057 8.6776 -0.85 0.43 -1.13 -0.1413
C 11.9023 17.2453 8.0741 -1.15 -1.99 0.05 -0.0518
C 10.8928 16.4968 7.3948 1.37 0.47 -0.12 -0.0911
C 11.0821 15.1545 7.2190 0.99 -0.66 0.50 -0.0907
C 12.1900 14.5379 7.8338 0.49 0.09 -0.07 -0.1521
H 13.7440 17.1085 9.0998 0.21 -0.35 0.51 0.0904
H 11.7394 18.3103 8.1501 0.60 0.09 0.19 0.0906
H 10.0771 16.8624 6.7887 -0.09 0.92 0.45 0.0999
H 10.4226 14.6454 6.5318 0.05 -0.46 0.22 0.0989
H 12.4619 13.5110 7.6390 -0.47 -0.33 0.02 0.0963
N 25.1153 24.1068 5.6112 0.67 -0.29 0.03 0.0336
C 24.0901 23.9076 6.4495 2.15 1.03 1.79 -0.1252
C 24.2914 24.1816 7.8448 -1.16 -0.30 -2.22 -0.0740
C 25.5120 24.6344 8.2458 1.07 0.66 1.50 -0.1251
C 26.6017 24.8616 7.4148 -1.26 -1.81 -2.04 -0.0575
C 26.3470 24.4916 6.0672 -1.30 1.14 1.06 -0.1296
H 23.1334 23.5816 6.0688 0.03 -0.03 -0.23 0.0960
H 23.4533 24.1382 8.5246 0.07 -0.24 0.17 0.0936
H 25.6613 24.8514 9.2932 -0.16 0.05 0.26 0.0996
H 27.5887 25.1312 7.7605 -0.12 0.22 0.02 0.0974
H 27.1010 24.7234 5.3296 0.00 -0.43 -0.34 0.0912
N 16.5999 13.0239 1.0134 -1.37 1.06 0.74 0.0502
C 15.9591 13.9246 1.8691 2.49 -1.20 -0.90 -0.1137
C 16.4719 14.1991 3.1161 -1.83 0.80 -0.17 -0.1084
C 17.5516 13.5310 3.5575 1.76 -0.87 0.94 -0.1044
C 18.1265 12.5762 2.7633 0.59 -0.99 -0.53 -0.0835
C 17.6460 12.3212 1.4791 -1.04 1.83 0.58 -0.1474
H 15.2015 14.6419 1.5898 -0.45 -0.71 -1.05 0.0969
H 15.9418 14.9335 3.7045 0.21 0.17 0.21 0.1052
H 18.0571 13.7245 4.4920 -0.33 0.20 0.28 0.1089
H 18.9735 12.0188 3.1351 0.17 0.00 -0.03 0.0970
H 18.1759 11.6834 0.7871 -0.20 -0.25 -0.05 0.0988
N 17.9968 25.1568 8.0861 -1.65 -0.61 1.00 0.0432
C 16.9848 25.2107 9.0122 1.02 1.33 -0.44 -0.1314
C 16.9612 26.0962 10.1174 1.50 0.83 -1.18 -0.0617
C 18.0756 26.9935 10.2828 -0.40 -2.84 -1.66 -0.0418
C 19.1751 26.7466 9.3958 -1.69 2.00 1.88 -0.0769
C 19.0527 25.9046 8.3089 0.78 -0.06 1.11 -0.1939
H 16.1095 24.6300 8.7610 0.00 -0.25 0.16 0.0913
H 16.0700 26.1879 10.7205 0.02 -0.15 0.12 0.0878
H 18.0653 27.7378 11.0652 0.25 0.02 -0.03 0.0936
H 20.0266 27.3916 9.5551 0.37 -0.22 -0.31 0.0922
H 19.9501 25.7856 7.7198 -0.19 -0.10 -0.66 0.1000
N 16.4194 21.4770 13.5431 -0.77 1.41 -0.62 0.0338
C 16.0689 20.2361 13.2865 -2.41 -0.55 0.31 -0.1448
C 14.6882 19.7898 13.4201 1.55 1.38 -0.45 -0.0569
C 13.7081 20.7537 13.6450 0.15 1.29 -0.31 -0.0966
C 14.0229 22.1524 13.7063 2.84 -2.46 -0.03 -0.0440
C 15.4394 22.4011 13.6727 -2.03 -0.31 0.90 -0.1468
H 16.8758 19.6164 12.9240 -0.06 -0.53 0.35 0.0968
H 14.3888 18.7617 13.2797 0.22 -0.08 0.03 0.0897
H 12.6723 20.4515 13.6926 -0.11 -0.13 0.12 0.0922
H 13.3121 22.9489 13.8700 -0.03 -0.12 -0.12 0.0891
H 15.6986 23.4263 13.8922 0.66 0.08 -0.20 0.0875
```
Positions in Å, forces in eV/Å.

Output
* HOMO: -7.88 eV
* F_max: 3.827 eV/Å
* structure (SMILES): c1cc[nH]c1.c1cc[nH]c1.c1ccncc1.c1ccncc1.c1ccncc1.c1ccncc1.c1ccncc1.c1ccncc1
* Kohn-Sham gap: 8.3 eV
* lowest unoccupied orbital energy: 0.014 Ha
* multiplicity: 1